Entry 1:
DFT (the ωB97M-V functional and the def2-TZVPD basis) results for the molecule C20H23N3O2S2.

Output
charge: 0
relative energy (zero: lowest compared OMol25 entry of this formula, charge and spin): 0.706 eV
frontier orbital gap: 8.23 eV

Positions of all 50 atoms, in Å:
C -0.245 -2.907 -2.835
C -0.217 -1.516 -2.210
N -0.706 -1.542 -0.854
C 0.039 -1.714 0.284
C 1.488 -2.003 0.209
O 1.934 -2.849 -0.550
N 2.289 -1.324 1.070
C 1.878 -0.206 1.886
C 2.939 0.903 1.863
C 3.578 0.989 0.473
C 2.514 1.272 -0.593
O 2.250 0.519 -1.505
N 1.911 2.476 -0.455
C 0.845 2.909 -1.335
C -0.478 2.967 -0.644
C -1.393 3.973 -0.637
C -2.553 3.658 0.108
C -2.498 2.421 0.660
S -1.035 1.608 0.278
C 4.319 -0.322 0.163
C 3.721 -1.490 0.960
C -0.787 -1.679 1.397
C -2.080 -1.470 0.906
S -3.706 -1.244 1.457
C -4.237 -1.034 -0.188
C -3.247 -1.131 -1.110
C -2.003 -1.384 -0.489
H 0.077 -2.855 -3.871
H 0.432 -3.558 -2.288
H -1.250 -3.323 -2.797
H 0.804 -1.129 -2.204
H -0.852 -0.829 -2.778
H 1.720 -0.537 2.922
H 0.929 0.179 1.506
H 2.470 1.845 2.150
H 3.725 0.695 2.591
H 4.283 1.828 0.449
H 2.129 3.065 0.331
H 0.819 2.175 -2.149
H 1.082 3.894 -1.751
H -1.251 4.907 -1.151
H -3.386 4.328 0.226
H -3.224 1.924 1.272
H 4.212 -0.531 -0.902
H 5.380 -0.229 0.395
H 4.144 -1.539 1.968
H 3.908 -2.434 0.449
H -0.492 -1.817 2.417
H -5.279 -0.852 -0.361
H -3.405 -1.030 -2.169

=====

Entry 2:
DFT (the ωB97M-V functional and the def2-TZVPD basis) results for a structure of composition C43H57AsCl3MoO2S2Sb2Si4.

Output
charge: -1
relative energy (zero: lowest compared OMol25 entry of this formula, charge and spin): 0.000 eV
spin multiplicity: 3
frontier orbital gap (alpha / beta): 6.72 / 6.35 eV

Positions of all 115 atoms, in Å:
Mo -0.144 0.070 0.380
O -1.034 0.463 4.587
C -0.367 0.687 3.583
O -0.607 0.109 2.451
C 0.743 1.699 3.657
C 0.718 2.578 4.740
C 1.658 3.581 4.871
C 2.652 3.709 3.905
C 2.709 2.822 2.849
C 1.765 1.794 2.708
S 2.036 0.653 1.388
H -0.074 2.447 5.465
H 1.616 4.264 5.710
H 3.388 4.501 3.978
H 3.489 2.910 2.102
C -2.331 1.623 -2.983
C -1.656 2.979 -3.192
C -1.249 3.743 -1.932
Sb -0.151 2.919 -0.243
C -0.847 4.480 1.052
C -1.150 5.753 0.575
C -1.625 6.736 1.431
C -1.810 6.459 2.778
C -1.524 5.192 3.258
C -1.048 4.213 2.397
C 1.778 3.757 -0.684
C 1.936 5.138 -0.759
C 3.172 5.700 -1.045
C 4.272 4.883 -1.258
C 4.127 3.506 -1.182
C 2.890 2.946 -0.895
Sb -0.870 0.167 -2.290
C 0.420 0.760 -3.900
C -0.022 0.572 -5.205
C 0.723 1.040 -6.280
C 1.910 1.723 -6.061
C 2.353 1.924 -4.761
C 1.616 1.434 -3.693
C -1.506 -1.595 -3.302
C -2.830 -1.852 -3.633
C -3.159 -2.960 -4.405
C -2.164 -3.807 -4.869
C -0.837 -3.542 -4.562
C -0.511 -2.441 -3.786
H -2.723 1.249 -3.932
H -3.152 1.683 -2.274
H -2.351 3.633 -3.734
H -0.791 2.867 -3.848
H -2.144 4.109 -1.431
H -0.651 4.611 -2.223
H -1.031 5.999 -0.472
H -1.854 7.719 1.040
H -2.185 7.225 3.445
H -1.674 4.951 4.303
H -0.850 3.226 2.788
H 1.097 5.801 -0.578
H 3.272 6.777 -1.095
H 5.240 5.318 -1.477
H 4.980 2.857 -1.339
H 2.798 1.870 -0.816
H -0.954 0.051 -5.400
H 0.370 0.871 -7.290
H 2.487 2.094 -6.899
H 3.276 2.458 -4.570
H 1.991 1.565 -2.691
H -3.616 -1.193 -3.292
H -4.196 -3.155 -4.647
H -2.422 -4.669 -5.473
H -0.052 -4.192 -4.930
H 0.526 -2.224 -3.560
Cl -3.643 -0.036 2.477
Si -2.703 0.365 0.661
Cl -3.470 2.341 0.375
Cl -4.009 -0.686 -0.669
S 1.486 -0.683 -1.169
C 0.715 -5.976 0.365
Si 0.145 -4.353 -0.419
C -1.547 -4.679 -1.170
C 1.470 -4.094 -1.729
As -0.183 -2.543 1.128
Si -1.992 -3.483 2.406
C -1.775 -5.331 2.749
C -2.059 -2.630 4.070
C -3.618 -3.412 1.470
Si 1.663 -2.882 2.618
C 1.767 -1.674 4.040
C 3.187 -2.901 1.525
C 1.542 -4.549 3.502
H 0.715 -6.690 -0.467
H 0.088 -6.381 1.154
H 1.742 -5.909 0.721
H -1.451 -5.317 -2.051
H -2.056 -3.764 -1.478
H -2.186 -5.194 -0.449
H 1.210 -4.721 -2.588
H 2.429 -4.441 -1.339
H 1.589 -3.067 -2.057
H -0.822 -5.615 3.189
H -1.951 -5.939 1.862
H -2.559 -5.576 3.473
H -1.304 -3.056 4.735
H -3.040 -2.818 4.517
H -1.913 -1.550 4.026
H -3.501 -3.654 0.413
H -4.123 -2.453 1.539
H -4.264 -4.173 1.918
H 2.137 -0.698 3.741
H 2.472 -2.107 4.757
H 0.812 -1.545 4.549
H 3.119 -2.155 0.731
H 3.316 -3.884 1.066
H 4.077 -2.685 2.121
H 0.772 -4.530 4.273
H 2.501 -4.698 4.009
H 1.370 -5.408 2.859

=====

Entry 3:
DFT (the ωB97M-V functional and the def2-TZVPD basis) results for the molecule C2H4N4O2.

Output
charge: 0
relative energy (zero: lowest compared OMol25 entry of this formula, charge and spin): 6.901 eV
frontier orbital gap: 8.86 eV

Positions of all 12 atoms, in Å:
O -2.593 -0.495 -0.175
N -1.694 0.736 -0.278
C -0.411 0.442 0.130
N 0.483 1.418 0.019
N 1.966 1.167 0.091
C 2.391 -0.127 -0.150
O 1.418 -1.269 -0.256
N 0.205 -0.906 0.471
H -2.650 -0.355 0.721
H -2.009 1.613 -0.117
H 3.357 -0.537 -0.587
H -0.464 -1.686 0.129

=====

Entry 4:
DFT (the ωB97M-V functional and the def2-TZVPD basis) results for a structure of composition C17H15AuBrN4O3S2.

Output
charge: +1
spin multiplicity: 3
frontier orbital gap (alpha / beta): 8.42 / 5.63 eV

Positions of all 43 atoms, in Å:
Au -1.173 1.106 1.380
O -2.837 0.877 -0.001
N -3.915 0.255 0.403
C -4.914 0.119 -0.495
C -6.087 -0.511 -0.167
C -6.258 -1.027 1.116
C -5.234 -0.887 2.023
C -4.046 -0.243 1.661
S -2.773 -0.097 2.807
H -4.704 0.543 -1.464
H -6.861 -0.596 -0.915
H -7.169 -1.538 1.391
H -5.312 -1.263 3.033
Br 3.252 -3.309 -3.022
C 2.110 -3.555 -1.537
C 2.012 -4.786 -0.897
N 1.226 -4.960 0.152
C 0.499 -3.957 0.620
C 0.541 -2.696 0.035
C 1.359 -2.496 -1.064
C -0.253 -1.533 0.589
O -1.386 -1.732 1.041
O 0.373 -0.412 0.536
H 2.578 -5.645 -1.238
H -0.126 -4.151 1.483
H 1.392 -1.527 -1.541
C 3.698 0.315 -1.037
C 3.063 1.541 -0.482
C 3.325 2.814 -0.931
C 2.657 3.890 -0.335
N 1.828 3.698 0.696
C 1.593 2.477 1.122
S 0.588 2.215 2.512
N 2.190 1.406 0.535
C 2.814 5.289 -0.812
H 4.431 0.572 -1.796
H 2.951 -0.342 -1.486
H 4.192 -0.248 -0.244
H 4.022 2.968 -1.740
H 1.865 0.478 0.816
H 3.539 5.371 -1.617
H 3.105 5.924 0.025
H 1.844 5.654 -1.153

=====

Entry 5:
DFT (the ωB97M-V functional and the def2-TZVPD basis) results for a cluster of 7 separate species, C40H70IN3O18S in total.

Output
charge: 0
frontier orbital gap: 8.73 eV

Positions of all 133 atoms, in Å:
C 6.000 1.770 5.787
C 4.715 1.282 5.183
O 4.564 1.795 3.857
C 3.453 1.288 3.210
C 2.597 2.361 2.531
I 0.744 2.694 3.630
C 3.425 3.666 2.458
C 3.478 4.543 3.696
O 4.844 4.997 3.795
C 2.633 5.778 3.522
N 2.623 6.598 4.743
C 2.217 2.021 1.063
O 1.154 2.856 0.656
C 1.890 0.556 0.710
C 1.725 0.504 -0.839
C 0.392 0.010 -1.399
C -0.823 0.955 -1.260
C -2.118 0.144 -1.026
C -3.094 0.960 -0.175
N -2.771 0.878 1.253
C 0.715 -0.039 1.442
N 1.080 -0.402 2.813
C -0.075 -0.977 3.517
O 3.026 -0.355 0.983
S 4.179 0.186 1.918
O 4.699 -0.949 2.617
O 5.162 0.894 1.166
H 6.182 1.161 6.666
H 5.940 2.793 6.128
H 6.845 1.616 5.133
H 3.890 1.644 5.793
H 4.720 0.198 5.185
H 2.871 0.689 3.890
H 4.423 3.437 2.117
H 2.981 4.269 1.672
H 3.264 4.011 4.620
H 4.874 5.645 4.517
H 3.097 6.344 2.721
H 1.624 5.549 3.190
H 2.505 6.016 5.565
H 1.810 7.199 4.704
H 3.079 2.303 0.463
H 1.482 3.437 -0.045
H 2.518 -0.116 -1.231
H 1.899 1.488 -1.259
H 0.546 -0.124 -2.466
H 0.134 -0.974 -1.046
H -0.749 1.637 -0.430
H -0.964 1.475 -2.199
H -1.891 -0.745 -0.452
H -2.622 -0.101 -1.954
H -3.058 2.009 -0.440
H -4.113 0.610 -0.327
H -2.963 1.741 1.740
H -3.231 0.103 1.705
H 0.367 -0.944 0.963
H -0.091 0.678 1.455
H 1.768 -1.145 2.765
H -0.614 -0.205 4.050
H 0.296 -1.695 4.237
H -0.746 -1.488 2.828
O 5.052 -4.598 -2.232
C 5.471 -4.074 -1.241
C 6.404 -2.880 -1.154
C 6.883 -2.935 0.295
C 5.699 -3.590 0.989
O 5.124 -4.476 0.002
H 5.829 -1.976 -1.360
H 7.215 -2.976 -1.869
H 7.140 -1.966 0.719
H 7.761 -3.580 0.368
H 4.946 -2.863 1.283
H 5.989 -4.170 1.862
O -3.222 3.304 4.085
C -3.212 3.667 5.224
C -2.587 4.933 5.779
C -2.538 4.647 7.279
C -3.723 3.707 7.456
O -3.814 2.976 6.220
H -3.239 5.774 5.540
H -1.602 5.093 5.348
H -2.597 5.535 7.905
H -1.612 4.124 7.523
H -4.662 4.245 7.608
H -3.587 3.004 8.273
O -1.781 -2.919 -0.394
C -1.002 -3.597 0.216
C -1.180 -5.030 0.661
C -0.065 -5.198 1.693
C 0.982 -4.213 1.189
O 0.227 -3.149 0.571
H -1.043 -5.680 -0.202
H -2.168 -5.182 1.081
H 0.312 -6.214 1.781
H -0.425 -4.887 2.676
H 1.640 -4.649 0.436
H 1.594 -3.795 1.986
O -3.077 -6.957 -0.770
C -3.859 -6.247 -1.336
C -3.972 -5.994 -2.826
C -4.825 -4.727 -2.879
C -5.657 -4.857 -1.614
O -4.810 -5.552 -0.676
H -4.467 -6.849 -3.289
H -2.988 -5.853 -3.263
H -5.425 -4.630 -3.780
H -4.184 -3.849 -2.809
H -6.561 -5.451 -1.767
H -5.937 -3.895 -1.193
O -5.875 -3.139 -5.718
C -5.014 -2.307 -5.664
C -4.316 -1.628 -6.826
C -3.091 -1.005 -6.163
C -3.595 -0.760 -4.750
O -4.547 -1.815 -4.494
H -4.988 -0.872 -7.240
H -4.056 -2.353 -7.592
H -2.729 -0.112 -6.648
H -2.275 -1.729 -6.144
H -4.112 0.197 -4.653
H -2.804 -0.809 -4.005
O -1.282 0.243 -8.391
C -2.032 0.988 -8.949
C -2.132 1.250 -10.439
C -2.951 2.539 -10.496
C -3.793 2.432 -9.232
O -2.972 1.714 -8.292
H -2.652 0.412 -10.904
H -1.143 1.360 -10.874
H -3.547 2.650 -11.399
H -2.285 3.400 -10.424
H -4.712 1.863 -9.391
H -4.049 3.400 -8.810

=====

Entry 6:
DFT (the ωB97M-V functional and the def2-TZVPD basis) results for a structure of composition C15H22AlN2OP.

Output
charge: 0
relative energy (zero: lowest compared OMol25 entry of this formula, charge and spin): 0.260 eV
frontier orbital gap (alpha / beta): 3.15 / 3.15 eV

Positions of all 42 atoms, in Å:
C 3.217 -3.279 -1.239
C 2.735 -4.573 -1.090
C 1.884 -4.940 -2.178
C 1.784 -3.842 -3.083
C 2.533 -2.755 -2.635
Al 3.084 0.407 -0.787
P 4.695 1.967 -0.071
H 3.883 -2.707 -0.591
H 2.995 -5.225 -0.259
H 1.380 -5.901 -2.293
H 2.652 -1.758 -3.064
H 1.204 -3.836 -4.003
H 5.485 2.469 -1.176
H 5.703 1.472 0.842
H 4.198 3.173 0.560
C -3.986 2.576 -1.162
C -4.045 1.760 0.109
N -2.729 1.299 0.593
C -1.974 2.294 1.383
C -2.649 2.583 2.714
C -2.106 0.322 -0.154
O -2.630 -0.174 -1.148
C -0.766 -0.154 0.373
C -0.677 -0.758 1.633
C 0.587 -1.099 2.107
C 1.723 -0.771 1.377
N 1.599 -0.147 0.164
C 0.353 0.042 -0.409
H -3.316 3.436 -1.052
H -4.990 2.941 -1.395
H -3.646 1.946 -1.990
H -4.469 2.342 0.930
H -4.652 0.862 -0.057
H -0.956 1.925 1.554
H -1.900 3.225 0.794
H -2.808 1.656 3.276
H -1.995 3.232 3.305
H -3.610 3.090 2.577
H -1.590 -0.954 2.200
H 0.717 -1.603 3.061
H 2.739 -0.965 1.712
H 0.344 0.419 -1.430

=====

Strongest force on any atom values (in Eh/bohr) by entry order: 0.01922 0.01125 0.13554 0.01578 0.03146 0.08752.
Electronic energy values (in eV) by entry order: -51350.1794 -216140.1262 -12186.5863 -125372.2843 -102876.7624 -36818.9421.